ORCA calculation (ωB97M-V/def2-TZVPD) on a gas-phase ion, C2H5N2 (charge +1) in a non-equilibrium geometry.

Calculated values
HOMO level	-16.923	eV
energy above the lowest of the compared OMol25 structures with the same formula, charge and spin	193.3	kJ/mol
E	-5125.0431	eV
total charge	+1

The geometry in XYZ format:
```
9
Properties=species:S:1:pos:R:3:forces:R:3
C 0.84012 0.43698 0.00251 -2.0 0.7 -0.4
C -0.50656 -0.19486 0.37030 2.9 -0.5 4.0
N -1.35583 -0.26033 -0.46795 -5.5 -0.7 -5.2
N -2.26105 -0.16694 -1.28317 2.0 0.3 1.5
H 1.67456 -0.09132 0.46692 -0.2 0.3 -0.1
H 0.64453 1.49050 0.37257 1.0 -1.0 -0.5
H 0.78946 0.39468 -1.11277 0.9 0.4 0.9
H -0.80751 -0.61877 1.37898 0.6 0.5 -1.1
H -2.32551 -0.93436 -1.98827 0.3 -0.1 0.7
```
Forces are in eV/Å.